Entry 1:
Density functional theory data (ωB97M-V/def2-TZVPD) for 2 unconnected molecules or ions with the total composition C3H12N2OS at a distorted geometry.

Computed properties:
Frontier orbital gap   9.5030 eV
LUMO   0.745 eV
M   124.209 g/mol
Energy relative to the best compared isomer or geometry (same formula, charge and spin)   19.29 kcal/mol
Largest force on an atom   1.33 eV/Å
SMILES   NCNCCS.O
HOMO level   -8.8 eV

Element x y z (Å)
C 0.70 -1.05 0.09
C 0.05 -0.03 0.95
S 1.18 1.18 1.67
N -0.26 -1.97 -0.48
C 0.03 -2.66 -1.72
N 0.26 -1.78 -2.90
H 1.21 -0.48 -0.71
H 1.54 -1.59 0.54
H -0.51 -0.44 1.79
H -0.70 0.51 0.37
H 1.81 1.57 0.56
H -1.24 -1.73 -0.41
H 0.85 -3.37 -1.55
H -0.84 -3.26 -1.96
H 0.23 -0.82 -2.54
H 1.23 -1.90 -3.19
H -3.53 4.38 1.24
H -2.18 4.66 0.58
O -2.76 3.94 0.86

Atom charges from the Mulliken analysis, given in e for atoms 1 to 2: atom 1 (C): -0.305, atom 2 (C): -0.729

=====

Entry 2:
Density functional theory data (ωB97M-V/def2-TZVPD) for a molecular structure, C21H20LiPTe.

Computed properties:
Frontier orbital gap   3.7844 eV
LUMO   4.810 eV
M   437.906 g/mol
Largest force on an atom   0.55 eV/Å
Net charge   -2
HOMO level   1.0 eV

Element x y z (Å)
Li 0.35 3.18 0.20
C -0.76 1.97 -2.52
C -1.42 0.63 -2.32
C -2.22 0.08 -3.32
C -2.82 -1.16 -3.17
C -2.62 -1.88 -2.01
C -1.84 -1.34 -1.00
C -1.25 -0.09 -1.13
P -0.18 0.69 0.17
C -0.78 -0.19 1.67
C -2.17 -0.18 1.86
C -2.76 -0.71 2.99
C -1.96 -1.24 3.99
C -0.58 -1.20 3.85
C 0.03 -0.68 2.71
C 1.54 -0.64 2.68
C 1.45 0.08 -0.34
C 1.66 -1.14 -0.99
C 2.87 -1.48 -1.57
C 3.90 -0.51 -1.53
C 3.72 0.69 -0.90
C 2.51 1.04 -0.21
C 2.41 2.26 0.49
H -0.88 2.31 -3.56
H 0.32 1.91 -2.32
H -1.19 2.73 -1.85
H -2.36 0.66 -4.23
H -3.45 -1.55 -3.97
H -3.08 -2.86 -1.88
H -1.69 -1.90 -0.08
H -2.80 0.28 1.10
H -3.84 -0.67 3.10
H -2.40 -1.64 4.89
H 0.05 -1.58 4.64
H 1.93 -0.92 3.66
H 1.93 0.35 2.43
H 1.95 -1.32 1.93
H 0.83 -1.84 -1.07
H 3.00 -2.43 -2.07
H 4.85 -0.72 -2.01
H 4.53 1.41 -0.87
H 3.33 2.83 0.58
H 1.78 2.32 1.38
Te -1.87 4.47 0.60

Atom charges from the Mulliken analysis, given in e for atoms 1 to 2: atom 1 (Li): 0.382, atom 2 (C): -1.070

=====

Entry 3:
Density functional theory data (ωB97M-V/def2-TZVPD) for a molecular structure, C2H3O2S2 at a distorted geometry.

Computed properties:
Frontier orbital gap   6.4892 eV
LUMO   3.394 eV
M   123.178 g/mol
Energy relative to the best compared isomer or geometry (same formula, charge and spin)   31.36 kcal/mol
Largest force on an atom   3.48 eV/Å
Net charge   -1
HOMO level   -3.1 eV

Element x y z (Å)
C -0.03 -0.78 -0.24
C -0.76 0.56 0.10
O -0.71 -1.67 -0.80
O 1.25 -1.10 0.19
S 0.04 2.31 -0.16
S -1.13 -0.10 1.74
H -1.65 0.72 -0.60
H 1.70 -1.87 -0.29
H 1.29 1.92 0.06

Atom charges from the Mulliken analysis, given in e for atoms 1 to 2: atom 1 (C): 0.338, atom 2 (C): -0.074

=====

Entry 4:
Density functional theory data (ωB97M-V/def2-TZVPD) for 2 unconnected molecules or ions with the total composition C11H29N2O2Si at a distorted geometry.

Computed properties:
Frontier orbital gap   9.0814 eV
LUMO   -3.076 eV
M   249.451 g/mol
Largest force on an atom   1.53 eV/Å
Net charge   +1
HOMO level   -12.2 eV

Element x y z (Å)
C 3.20 1.49 1.36
C 2.93 0.16 0.68
C 1.66 0.14 -0.20
N 0.53 -0.51 0.45
C -0.65 0.11 0.84
Si -1.13 1.90 0.35
C -2.72 2.45 1.22
C 0.16 3.17 0.82
C -1.48 2.03 -1.50
C -1.79 -0.82 0.41
N -2.86 -0.68 1.47
C -2.06 -0.38 2.72
O -0.84 0.07 2.34
H 4.06 1.37 2.01
H 3.47 2.25 0.64
H 2.38 1.80 1.98
H 2.91 -0.65 1.40
H 3.77 -0.02 0.01
H 1.92 -0.47 -1.06
H 1.51 1.14 -0.57
H 0.47 -1.48 0.21
H -3.63 1.98 0.87
H -2.81 3.50 0.98
H -2.60 2.38 2.30
H -0.18 4.13 0.47
H 1.11 2.99 0.34
H 0.30 3.19 1.90
H -0.58 2.18 -2.09
H -2.12 2.90 -1.61
H -2.06 1.19 -1.87
H -2.14 -0.72 -0.61
H -1.51 -1.86 0.49
H -3.63 -0.04 1.27
H -3.30 -1.59 1.58
H -2.03 -1.25 3.37
H -2.64 0.36 3.28
C 1.46 -4.39 -3.37
C 1.03 -3.01 -2.91
O 1.37 -2.79 -1.54
H 1.00 -5.16 -2.76
H 1.18 -4.56 -4.41
H 2.54 -4.50 -3.29
H -0.05 -2.91 -2.98
H 1.49 -2.24 -3.53
H 2.33 -2.87 -1.46

Atom charges from the Mulliken analysis, given in e for atoms 1 to 2: atom 1 (C): -1.235, atom 2 (C): -0.624

=====

Entry 5:
Density functional theory data (ωB97M-V/def2-TZVPD) for 10 unconnected molecules or ions with the total composition C40H56N9O16 at a distorted geometry.

Computed properties:
Frontier orbital gap   6.6693 eV
LUMO   0.228 eV
M   918.935 g/mol
Energy relative to the best compared isomer or geometry (same formula, charge and spin)   91.89 kcal/mol
Largest force on an atom   12.17 eV/Å
Net charge   -1
HOMO level   -6.4 eV

Element x y z (Å)
C -0.63 -0.27 0.76
O -0.19 -1.43 0.47
O -0.25 0.67 -0.23
O -1.32 0.14 1.69
H 0.27 0.31 -0.88
C 1.78 1.27 -4.89
C 1.15 0.25 -3.92
C 2.16 -0.48 -2.96
C 3.72 -0.40 -3.33
C 4.13 0.47 -4.55
C 3.14 1.28 -5.14
N 4.76 -1.09 -2.59
O 4.41 -1.91 -1.64
O 5.94 -0.74 -2.70
H 1.19 2.01 -5.50
H 0.23 0.01 -3.79
H 1.90 -1.09 -2.08
H 5.24 0.81 -4.56
H 3.31 2.21 -5.81
C -5.82 -2.37 1.74
C -6.98 -2.33 2.71
C -6.81 -1.44 3.92
C -5.61 -0.51 4.11
C -4.48 -0.48 3.02
C -4.69 -1.56 1.91
N -5.55 0.36 5.38
O -6.12 -0.07 6.31
O -5.07 1.40 5.25
H -5.95 -2.91 0.87
H -7.89 -3.04 2.55
H -7.72 -1.41 4.58
H -3.63 0.17 3.01
H -3.88 -1.57 1.23
C 1.32 3.55 1.99
C 2.70 4.27 1.83
C 3.96 3.75 2.54
C 3.76 2.39 3.40
C 2.31 1.84 3.54
C 1.16 2.48 2.73
N 4.92 1.74 3.96
O 6.08 2.15 3.89
O 4.59 0.72 4.62
H 0.57 3.79 1.22
H 2.79 5.09 1.24
H 4.75 4.33 2.38
H 2.07 1.09 4.21
H 0.30 2.13 2.96
C 5.02 -0.94 1.37
C 3.58 -0.39 1.15
C 3.40 0.76 0.13
C 4.60 1.52 -0.44
C 6.01 1.03 -0.04
C 6.15 -0.34 0.84
N 4.42 2.48 -1.48
O 5.42 3.13 -1.90
O 3.31 2.97 -1.65
H 5.15 -1.75 2.17
H 2.73 -0.80 1.58
H 2.46 1.12 -0.05
H 7.06 1.34 -0.73
H 6.94 -0.90 0.95
C -0.87 6.21 -2.74
O -0.26 5.89 -3.86
N -0.60 5.48 -1.59
C -0.97 5.93 -0.29
C 0.04 4.07 -1.72
H -1.48 7.13 -2.77
H -1.75 5.28 0.36
H -1.06 7.00 0.02
H 0.09 5.97 0.10
H -0.33 3.27 -0.94
H 1.21 4.18 -1.87
H -0.22 3.58 -2.62
C -2.29 -6.32 -0.20
O -1.13 -6.36 0.31
N -3.02 -5.14 -0.45
C -4.20 -5.17 -1.35
C -2.51 -3.92 0.02
H -2.93 -7.04 -0.33
H -3.98 -4.76 -2.40
H -4.85 -4.52 -0.75
H -4.65 -6.14 -1.50
H -1.45 -3.70 -0.10
H -2.81 -3.66 0.97
H -3.01 -2.98 -0.43
C -0.61 0.41 4.92
O -0.81 1.49 5.52
N 0.38 -0.36 5.32
C 0.68 -1.57 4.45
C 1.28 -0.16 6.41
H -1.33 0.12 4.23
H 1.34 -2.20 4.86
H 1.34 -1.32 3.40
H -0.21 -2.13 4.21
H 2.24 -0.41 6.35
H 0.88 -0.56 7.19
H 1.35 0.78 6.66
C -5.23 0.89 -2.63
O -5.89 1.61 -3.36
N -3.93 0.74 -2.89
C -3.17 -0.21 -2.15
C -3.14 1.65 -3.85
H -5.56 0.41 -1.64
H -3.71 -0.40 -1.28
H -2.18 -0.07 -2.02
H -3.34 -1.00 -2.64
H -2.96 2.73 -3.49
H -3.58 1.63 -4.78
H -2.09 1.48 -3.93
C 0.32 -2.91 -4.71
O -0.92 -2.61 -4.55
N 1.03 -3.31 -3.69
C 2.39 -3.83 -3.79
C 0.40 -3.63 -2.27
H 0.64 -2.94 -5.72
H 2.88 -4.06 -2.85
H 2.92 -3.40 -4.48
H 2.30 -4.72 -4.45
H 1.24 -4.13 -1.70
H -0.44 -4.26 -2.26
H 0.24 -2.86 -1.53

Atom charges from the Mulliken analysis, given in e for atoms 1 to 2: atom 1 (C): 0.424, atom 2 (O): -0.714

=====

Entry 6:
Density functional theory data (ωB97M-V/def2-TZVPD) for 2 unconnected molecules or ions with the total composition C4H13N2O at a distorted geometry.

Computed properties:
Frontier orbital gap   11.2780 eV
LUMO   -2.875 eV
M   105.161 g/mol
Energy relative to the best compared isomer or geometry (same formula, charge and spin)   24.71 kcal/mol
Largest force on an atom   2.77 eV/Å
Net charge   +1
HOMO level   -14.2 eV

Element x y z (Å)
C 0.70 1.98 0.63
C 1.57 1.17 1.55
N 0.95 1.53 -0.79
H -0.37 1.89 0.79
H 0.85 3.08 0.77
H 2.27 1.74 2.21
H 2.34 0.57 1.10
H 0.71 2.21 -1.51
H 1.83 1.04 -0.95
H 0.23 0.77 -0.94
H 1.03 0.70 2.36
C -2.05 -1.34 -1.34
C -0.86 -1.58 -0.39
O 0.08 -0.78 -0.33
N -0.81 -2.74 0.29
H -1.85 -0.57 -2.09
H -2.98 -1.27 -0.80
H -0.07 -2.92 0.95
H -1.62 -3.31 0.49
H -1.92 -2.19 -2.00

Atom charges from the Mulliken analysis, given in e for atoms 1 to 2: atom 1 (C): -0.121, atom 2 (C): -1.087